The following is a DFT calculation (ωB97M-V with the def2-TZVPD basis set) of C17H22AuN2OS2 as an isolated structure.

```
! RIJCOSX wB97M-V def2-TZVPD def2/J DEFGRID3
* xyz 1 1
C -1.37705 2.04663 -3.77238
H 2.24109 -2.71461 -2.03213
H 5.73736 -0.31012 -2.51751
C -1.75317 0.24657 2.33386
H -1.47835 2.92664 -2.02840
S -1.09238 2.63319 1.01692
C -2.01868 1.60119 2.13501
H -2.40689 2.23675 -4.07942
H 1.41826 -2.03384 0.69421
C -3.07770 2.18085 2.82571
C 4.71641 -0.42403 -2.17945
H 0.08007 -2.10850 -2.48601
H -4.68344 1.88534 4.20510
H 1.51563 -0.44813 2.09133
H -1.09441 1.05753 -4.12715
C 4.06290 0.65258 -1.60811
C -0.71125 -1.64026 1.03593
H 4.56960 -2.48048 -2.78647
C 2.75364 -1.76793 -1.90796
H -1.63467 -1.62742 0.45593
C -3.58899 0.07369 3.87009
C -3.85832 1.42083 3.68273
H -0.71852 2.78091 -4.23929
H 0.02838 -0.36155 -2.82770
Au -0.00660 0.92137 0.00241
N 0.70272 -0.84167 -0.89457
C 0.58221 -0.27306 2.62062
C 4.06393 -1.64024 -2.33191
N -0.57696 -0.32359 1.69261
C 2.74622 0.53248 -1.16133
H -0.78813 -2.45320 1.76562
C -2.52498 -0.50939 3.20160
C -0.15639 -1.12537 -2.07847
H -2.29168 -1.55548 3.36177
H 0.30995 -2.87021 -0.37903
O -1.24499 2.05013 -2.35119
H 4.56778 1.60461 -1.50342
H 0.62664 0.71731 3.06636
H -3.29563 3.23133 2.67959
C 0.49356 -1.92387 0.13390
S 2.01164 1.96136 -0.41628
H -4.19490 -0.51774 4.54198
H 0.45006 -1.02091 3.40630
H -1.20666 -1.09901 -1.78937
C 2.10268 -0.69068 -1.32204
*
```

The calculation puts the energy above the lowest of the compared OMol25 structures with the same formula, charge and spin at 0.575 eV. The HOMO energy is -11.1 eV. The largest force on an atom comes out at 0.971 eV Å⁻¹. For the LUMO energy, the calculation gives -4.816 eV. The calculation puts the frontier orbital gap at 0.2322 Eh.

***

The following is a DFT calculation (ωB97M-V with the def2-TZVPD basis set) of C17H22AuN5O7P2 as an isolated structure at a distorted geometry.

```
! RIJCOSX wB97M-V def2-TZVPD def2/J DEFGRID3
* xyz 2 3
H 6.09644 -0.95779 1.60488
H -0.84874 -2.37472 -1.26519
C -6.02782 -6.28649 -0.64521
C -1.48395 -1.61164 -0.89747
O 2.31591 4.32943 -0.57428
H -1.95698 -4.29759 -0.98175
C -5.75660 -3.90051 -0.19186
Au 1.28832 1.27422 -0.96871
C -2.15850 0.31271 -0.15479
H -5.37428 -1.89576 0.33724
H 3.14947 -2.16300 -3.33410
C 4.20248 -1.15292 0.55400
O 0.22011 2.91423 -1.46964
H 2.05665 -3.00341 -2.21429
H -0.26731 3.35752 2.26581
P -0.26650 3.88089 -0.37425
H 3.10128 0.51174 1.13242
C 5.08662 -1.27899 1.77554
H -1.60123 5.55417 -0.75430
H -3.44368 -6.32901 -0.89330
C -3.77257 -5.28516 -0.83893
O 1.92153 1.89635 1.08778
N -1.13737 -0.38921 -0.82527
C 1.42161 5.94697 1.00888
H 1.38526 6.75423 0.20086
H -4.13544 -0.27893 0.47027
H 5.08573 -2.35279 2.01747
C 2.94317 -1.44033 -1.25080
C -4.93876 -2.82720 -0.00992
H -2.02498 1.29913 0.18499
N -2.79679 -1.79179 -0.40364
C 1.26955 4.55499 0.37662
P 1.71951 3.29506 1.68772
C 2.43107 -2.03393 -2.51396
H 4.52682 -2.86236 -0.80486
O 3.03994 3.73884 2.42991
H 3.02142 3.94697 3.36222
C -5.19408 -5.12441 -0.63032
H 0.73426 6.22213 1.78855
O -0.89298 5.10756 -1.25292
H 4.58716 -0.78693 2.59502
H 2.27598 5.09942 -1.18446
C 3.99947 -1.96195 -0.52948
N -6.62692 -7.26615 -0.63928
H 2.45558 6.08958 1.34999
H -6.83258 -3.76639 0.06843
O -1.08260 3.38833 0.74320
C -3.18027 -0.48684 0.08036
C -3.57204 -2.88840 -0.39043
O 0.59276 3.35533 2.78628
C -2.99517 -4.17161 -0.75391
H 1.62232 -1.41547 -2.94288
N 2.49066 -0.31015 -0.64781
N 3.32709 -0.13800 0.42957
*
```

The HOMO energy (spin up / spin down) is -14.8 / -14.8 eV. The largest force on an atom comes out at 2.826 eV Å⁻¹. For the LUMO energy (spin up / spin down), the calculation gives -6.758 / -9.900 eV. The calculation puts the frontier orbital gap (spin up / spin down) at 0.2970 / 0.1805 Eh.

***

The following is a DFT calculation (ωB97M-V with the def2-TZVPD basis set) of a 2-piece molecular cluster, C17H22BBr3ClN4O5P overall at a distorted geometry.

```
! RIJCOSX wB97M-V def2-TZVPD def2/J DEFGRID3
* xyz 0 1
N 0.58296 3.62970 0.35960
C 1.83410 3.80713 0.87718
O -0.52168 -2.22133 -0.83334
H -1.42392 -3.76645 4.28590
H -4.42186 1.11953 -1.34403
H 4.03834 0.43374 -3.35355
Br -4.40524 -1.35868 -2.01450
H -2.87631 1.84638 -2.82496
H -3.85383 -0.43580 0.63561
Br -4.61658 -2.92688 2.33805
N 3.72714 5.38794 2.56868
C 1.65772 1.64553 -0.75152
B 2.70261 -0.46361 -2.03334
O -0.16409 -4.20961 0.17305
C -3.60503 0.34162 -1.39212
O 1.13818 4.93210 3.44242
H 1.02575 3.96460 3.52020
H 2.27143 -2.67830 0.76810
H 1.10845 -3.20041 2.03596
N 2.95387 1.82171 -0.27812
C 0.09332 0.14714 -2.21050
H 3.86409 -1.16083 -3.60818
H -2.85625 1.05537 0.64062
H -2.31336 -3.73724 1.83318
H -2.14534 -0.55879 0.00498
C -3.04268 0.10956 0.06349
P 2.04681 5.28962 2.04734
C -2.91426 -3.78483 2.73966
H 1.07320 -1.48505 1.46889
C -1.09199 1.03311 -1.90843
H 3.97311 3.14164 1.02878
H -2.57979 0.17400 -3.38111
H -3.16304 -4.82468 2.95018
C -2.24698 -3.14694 3.92972
C 1.21835 -2.54237 1.12428
Br -1.43052 -1.44134 3.45314
Cl -2.20531 3.32305 -0.69590
H 3.26476 -1.07284 -0.25987
C 2.98285 2.90394 0.54863
H -1.13537 -1.16978 -3.57987
H -2.93141 -2.95152 4.75256
C 0.49842 2.50912 -0.45465
O 3.26249 -1.42677 -1.16740
N 3.33113 -0.31487 -3.37355
C 1.42322 0.46265 -1.66472
C -0.11121 -1.12676 -3.12130
O 0.43066 -3.41293 -2.54961
H 4.26689 5.45604 1.69111
C -0.04790 -2.38591 -2.14480
C -2.53393 0.82860 -2.46261
H 0.64563 -1.18655 -3.94205
H 3.92864 4.47958 3.01646
C -0.84749 2.19398 -1.05530
C 0.14124 -3.04632 0.10753
*
```

As for the SMILES: CC(=O)OC(=O)Cc1c(C[C@H](C)Br)c(Cl)c2nc(P(N)O)cnc2c1B(N)O.BrCCBr. The HOMO energy is -8.8 eV. The largest force on an atom comes out at 3.931 eV Å⁻¹. For the LUMO energy, the calculation gives -1.399 eV. The calculation puts the frontier orbital gap at 0.2709 Eh.

***

The following is a DFT calculation (ωB97M-V with the def2-TZVPD basis set) of C17H22BrNO3PdSSi as an isolated structure at a distorted geometry.

```
! RIJCOSX wB97M-V def2-TZVPD def2/J DEFGRID3
* xyz 0 1
H -1.90303 -6.59436 3.04572
C -2.43145 5.72914 -3.42549
H -3.31878 -5.79514 0.46208
C -2.78025 -4.84427 0.45795
O -0.32245 1.33701 -2.14407
H 4.85576 -0.67279 -0.56498
C -0.96180 3.82357 -3.44115
Pd -0.17111 0.13344 -0.22699
C -0.86396 2.26464 -1.47337
H 4.11869 -1.35254 -2.02831
H -0.22321 3.20490 -3.93306
H -3.98164 -3.82638 4.16688
Br -4.20895 6.39289 -1.30123
O -0.96908 2.20000 -0.21801
H -4.70276 -5.00554 3.07148
C -1.04468 -1.80767 1.49416
O 2.36053 0.27584 -0.63825
H -1.23784 -5.38407 4.14189
H 2.74530 -1.17187 0.70605
C -1.41020 -5.62017 3.08973
H -0.47718 -0.75040 5.11238
H -1.65056 -2.87673 4.61854
H -1.11334 5.24197 -5.03980
C -0.63943 -1.06787 4.09270
C -1.30017 -2.25526 3.80052
H -2.83204 6.61497 -3.89860
C -2.37177 4.23597 -1.52928
H -2.70765 3.94758 -0.54397
C -1.40677 3.46959 -2.17494
H 2.40410 0.43980 -1.58552
H 4.43484 -2.39438 -0.63525
C 2.74980 -1.08021 -0.37986
C -1.46800 4.95718 -4.05791
C -4.11115 -4.08818 3.11475
H 0.33734 0.63648 3.19498
S -1.21210 -2.00226 -0.22651
H -0.43546 -5.71944 2.60777
C -0.19083 -0.29589 3.04211
H -4.69429 -3.29372 2.64440
C -2.87685 5.35112 -2.16906
Si -2.45940 -4.30727 2.22871
H -1.85352 -4.98040 -0.10010
N -0.38029 -0.67278 1.78286
C -1.52976 -2.66739 2.49127
H 2.00855 -1.77650 -0.78423
H -3.38549 -4.11293 -0.07795
C 4.12663 -1.39256 -0.93722
*
```

The calculation puts the energy above the lowest of the compared OMol25 structures with the same formula, charge and spin at 1.259 eV. The HOMO energy (spin up / spin down) is -8.2 / -8.2 eV. The largest force on an atom comes out at 1.625 eV Å⁻¹. For the LUMO energy (spin up / spin down), the calculation gives -0.922 / -1.311 eV. The calculation puts the frontier orbital gap (spin up / spin down) at 0.2667 / 0.2514 Eh.

***

The following is a DFT calculation (ωB97M-V with the def2-TZVPD basis set) of C17H22ClEuF5O6 as an isolated structure at a distorted geometry.

```
! RIJCOSX wB97M-V def2-TZVPD def2/J DEFGRID3
* xyz 0 8
H 0.65382 2.89698 -2.04265
H 1.80636 3.63109 -3.78850
C 1.00557 2.61695 -1.05940
H -4.48099 -1.24553 1.45607
O -0.84543 1.17940 -0.90393
H -3.62787 -3.08929 -0.90434
H -1.42410 -4.27414 -0.83099
H -3.58503 1.02563 -0.39497
C -4.13600 -0.84009 0.49801
H -0.94925 -3.85154 1.98311
C -2.88005 -2.84807 -0.14051
C 4.43232 1.48955 -1.16906
H -4.84327 1.15011 0.85556
C -3.33324 1.21899 2.83968
C 4.12976 1.37829 -3.93431
C -0.12888 -3.72415 1.27324
H -4.89339 -1.05376 -0.26520
O 2.41883 2.60802 -0.91600
C -3.90636 0.65687 0.57898
H -2.46068 1.51771 3.41265
H -1.31239 -2.67871 -1.59099
H 2.23380 2.51322 -5.07769
Cl 6.52491 0.09448 -4.25385
C 3.10751 1.98755 -3.21285
C 1.97887 2.57828 -4.02101
F 0.10053 -1.73600 5.18011
H 4.48285 1.54823 -0.09158
H -4.09283 2.00501 2.85887
H -3.11720 -3.41023 0.77010
H 0.72534 -3.30504 1.79508
O -2.91582 -1.45840 0.12675
F -0.23277 0.40570 5.25043
H 0.13019 -4.68389 0.81962
C 5.28493 0.83427 -3.27693
C 3.24764 2.03555 -1.81445
C 0.21439 -0.64301 3.09545
F -1.21267 -1.10132 3.08797
C -1.49323 -3.19792 -0.64971
H 0.64015 3.37148 -0.36641
H -3.73750 0.30724 3.28867
O -0.47003 -2.79686 0.24605
C 0.43822 -0.56901 4.59866
Eu -0.78330 -0.35156 0.81805
C 0.41560 1.25813 -0.71258
F 0.05270 0.77866 2.73972
F 1.74797 -0.35355 4.83821
C 5.43233 0.89929 -1.90843
H 6.30950 0.48752 -1.42814
H 4.06180 1.32674 -5.01184
O -2.89356 1.00437 1.50635
H 1.03091 2.05419 -3.88825
O 1.14909 0.35257 -0.26282
*
```

The HOMO energy (spin up / spin down) is -6.4 / -7.8 eV. The largest force on an atom comes out at 2.409 eV Å⁻¹. For the LUMO energy (spin up / spin down), the calculation gives 0.169 / 0.165 eV. The calculation puts the frontier orbital gap (spin up / spin down) at 0.2424 / 0.2920 Eh.

***

The following is a DFT calculation (ωB97M-V with the def2-TZVPD basis set) of C17H22ClGeIrNO2S as an isolated structure.

```
! RIJCOSX wB97M-V def2-TZVPD def2/J DEFGRID3
* xyz -1 5
C -1.79728 0.90071 2.30534
C 1.10771 -2.28697 -2.77245
H -2.07469 -2.87766 -3.16906
O -0.17156 1.57949 -0.98197
H -3.40600 1.97583 -0.35177
H 1.22599 5.59509 0.31442
C -3.16283 1.93393 0.70513
C 1.88339 1.77758 0.25460
H 4.33907 0.28062 0.44786
H 3.26823 4.67028 1.43777
C -2.43123 1.64868 3.32125
Cl -2.91116 -0.29101 -1.65850
H 3.47280 -1.25087 0.71590
H -2.11387 1.50695 4.34632
H -2.40115 -4.27677 -2.13295
H -3.90819 3.12786 3.75990
Ir -0.91954 -0.30857 -0.25160
C 0.53080 3.70758 -0.33755
H -4.57812 3.40129 1.34959
H -1.31911 -4.45631 -3.54138
C -3.42263 2.54316 2.98375
H 3.43996 0.03159 1.94634
H 1.75596 -4.75985 -0.65682
N -2.19991 1.06514 1.03872
C 2.18827 0.35349 0.22509
C -1.63358 -3.78042 -2.73695
Ge -0.10061 -3.30554 -1.63696
C 0.84285 -4.97113 -1.22819
C 1.41795 4.52746 0.29266
C 2.77748 2.66226 0.89550
C -0.64895 -2.41306 -0.01208
H 0.06670 -2.58178 0.79404
H 3.65647 2.25647 1.38251
H -0.36203 4.09403 -0.81378
H 1.17772 -2.78704 -3.74283
H 1.12399 -5.48765 -2.15579
H 0.73995 -1.26521 -2.92372
C 0.71503 2.28808 -0.37544
C 3.44423 -0.17728 0.87344
H 2.10346 -2.22704 -2.32016
C -3.80393 2.70523 1.64648
H -1.63032 -2.80147 0.28512
S -0.51832 -0.24002 2.49173
H 0.20672 -5.63513 -0.63236
O 1.45843 -0.46767 -0.31197
C 2.57188 4.01570 0.93082
*
```

The calculation puts the energy above the lowest of the compared OMol25 structures with the same formula, charge and spin at 0.000 eV. The HOMO energy (spin up / spin down) is -3.1 / -4.7 eV. The largest force on an atom comes out at 0.751 eV Å⁻¹. For the LUMO energy (spin up / spin down), the calculation gives 2.954 / 2.150 eV. The calculation puts the frontier orbital gap (spin up / spin down) at 0.2227 / 0.2509 Eh.